No. 1
This record from OMol25 describes one molecule with the formula C2H6N2OS. The level of theory is the ωB97M-V functional and the def2-TZVPD basis.

Results
SMILES string   [H]/N=C(\CO)NS
Relative energy (zero: lowest compared OMol25 entry of this formula, charge and spin)   40.0 kcal per mole
E   -662.703072 hartree
E_HOMO   -9.67 eV
Orbital gap   10.399 eV

Element x y z (Å)
H1 2.47 0.76 1.26
N1 2.13 0.11 0.53
C1 0.85 0.13 0.44
C2 -0.12 1.13 1.01
O1 -1.16 0.52 1.68
N2 0.24 -0.89 -0.33
S1 -0.78 -0.49 -1.68
H2 -0.64 1.69 0.17
H3 0.38 1.91 1.70
H4 -0.80 -0.18 2.22
H5 1.05 -1.44 -0.68
H6 -1.82 -1.22 -1.35

No. 2
This record from OMol25 describes one molecule with the formula C2H6N2OS2. The level of theory is the ωB97M-V functional and the def2-TZVPD basis.

Results
SMILES string   CN(O)C(=S)NS
Relative energy (zero: lowest compared OMol25 entry of this formula, charge and spin)   51.0 kcal per mole
E   -1060.841214 hartree
E_HOMO   -8.71 eV
Orbital gap   8.955 eV

Element x y z (Å)
C1 0.05 1.67 0.29
N1 -0.73 0.47 0.03
O1 -1.86 0.77 -0.73
C2 -0.47 -0.86 0.25
S1 -1.53 -2.11 -0.09
N2 0.86 -1.05 0.66
S2 2.11 -0.80 -0.48
H1 -0.63 2.51 0.59
H2 0.85 1.47 1.01
H3 0.68 1.94 -0.64
H4 -2.33 -0.16 -0.83
H5 0.98 -1.90 1.33
H6 2.04 -1.94 -1.39

No. 3
This record from OMol25 describes an isolated ion of composition C2H6N2P and charge +1. The level of theory is the ωB97M-V functional and the def2-TZVPD basis.

Results
SMILES string   C1=[NH+]CPN1
Relative energy (zero: lowest compared OMol25 entry of this formula, charge and spin)   27.2 kcal per mole
E   -530.367274 hartree
E_HOMO   -14.19 eV
Orbital gap   9.784 eV
Charge   +1

Element x y z (Å)
C1 0.69 -0.64 0.79
N1 0.60 0.52 0.32
C2 -0.16 0.71 -0.84
P1 -1.26 -0.72 -0.99
N2 -0.29 -1.57 0.15
H1 1.36 -0.82 1.60
H2 1.30 1.23 0.71
H3 -0.87 1.73 -0.75
H4 0.54 0.92 -1.56
H5 -2.17 -0.54 0.05
H6 -0.13 -2.52 -0.13

No. 4
This record from OMol25 describes an isolated ion of composition C2H6N2P and charge +1. The level of theory is the ωB97M-V functional and the def2-TZVPD basis.

Results
Relative energy (zero: lowest compared OMol25 entry of this formula, charge and spin)   117.9 kcal per mole
E   -530.222854 hartree
E_HOMO (spin up / spin down)   -12.62 / -13.91 eV
Orbital gap (spin up / spin down)   6.594 / 8.287 eV
Charge   +1

Element x y z (Å)
C1 -0.09 1.02 -1.11
C2 0.48 -0.98 0.21
N1 0.34 1.51 1.34
N2 0.05 -0.23 -0.96
P1 0.03 0.06 1.62
H1 -0.53 1.46 -1.98
H2 -0.11 -1.83 0.17
H3 1.60 -1.30 0.22
H4 0.05 2.38 1.71
H5 -0.31 -0.81 -1.75
H6 -1.21 -0.59 2.26

No. 5
This record from OMol25 describes one molecule with the formula C2H6N2S. The level of theory is the ωB97M-V functional and the def2-TZVPD basis.

Results
SMILES string   [H]/N=C(\N)SC
Relative energy (zero: lowest compared OMol25 entry of this formula, charge and spin)   8.2 kcal per mole
E   -587.490870 hartree
E_HOMO   -8.91 eV
Orbital gap   9.764 eV

Element x y z (Å)
H1 0.17 -1.70 1.92
N1 -0.26 -1.00 1.37
C1 0.41 -0.63 0.39
N2 1.70 -0.88 0.08
S1 -0.08 0.56 -0.82
C2 -1.68 1.22 -0.18
H2 2.26 -1.61 0.51
H3 2.23 -0.19 -0.44
H4 -2.18 1.65 -1.01
H5 -1.50 2.08 0.49
H6 -2.21 0.39 0.24

No. 6
This record from OMol25 describes C2H6N2S2 as an isolated structure. The level of theory is the ωB97M-V functional and the def2-TZVPD basis.

Results
Relative energy (zero: lowest compared OMol25 entry of this formula, charge and spin)   98.8 kcal per mole
E   -985.526062 hartree
E_HOMO   -8.31 eV
Orbital gap   8.274 eV

Element x y z (Å)
C1 -0.38 -1.58 -0.55
C2 0.16 -0.18 -0.15
H1 -1.46 -1.54 -0.49
H2 -0.25 -1.83 -1.80
H3 -0.03 -2.45 0.16
H4 1.83 0.26 -1.44
H5 0.93 2.64 0.52
H6 -0.95 1.11 3.24
N1 0.87 0.47 -1.12
N2 -0.18 0.61 0.85
S1 1.04 2.28 -1.08
S2 -1.57 0.21 1.85

No. 7
This record from OMol25 describes one molecule with the formula C2H6N2S2. The level of theory is the ωB97M-V functional and the def2-TZVPD basis.

Results
SMILES string   CN(S)/C=N\S
Relative energy (zero: lowest compared OMol25 entry of this formula, charge and spin)   70.4 kcal per mole
E   -985.571387 hartree
E_HOMO   -8.62 eV
Orbital gap   8.546 eV

Element x y z (Å)
C1 -1.32 0.80 0.35
N1 -0.08 0.00 0.18
S1 -0.76 -1.59 -0.51
C2 0.82 0.56 -0.72
N2 2.08 0.28 -0.87
S2 2.86 -0.72 0.18
H1 -1.97 0.22 0.94
H2 -1.87 1.07 -0.55
H3 -0.88 1.71 0.85
H4 -1.11 -2.12 1.01
H5 0.49 1.32 -1.52
H6 1.73 -1.52 0.66

No. 8
This record from OMol25 describes one molecule with the formula C2H6N2S2. The level of theory is the ωB97M-V functional and the def2-TZVPD basis.

Results
SMILES string   CN(S)/C=N/S
Relative energy (zero: lowest compared OMol25 entry of this formula, charge and spin)   43.0 kcal per mole
E   -985.615010 hartree
E_HOMO   -8.26 eV
Orbital gap   8.869 eV

Element x y z (Å)
C1 -1.46 1.17 -0.05
N1 -0.69 -0.12 -0.36
S1 -1.38 -1.74 -0.20
C2 0.66 0.01 -0.37
N2 1.55 -0.90 -0.48
S2 3.20 -0.50 -0.11
H1 -0.99 2.10 -0.40
H2 -2.48 0.93 -0.50
H3 -1.62 1.32 1.03
H4 -1.33 -1.76 1.12
H5 1.07 1.06 -0.32
H6 3.46 -1.58 0.64

No. 9
This record from OMol25 describes one molecule with the formula C2H6N2S3. The level of theory is the ωB97M-V functional and the def2-TZVPD basis.

Results
Relative energy (zero: lowest compared OMol25 entry of this formula, charge and spin)   37.9 kcal per mole
E   -1383.710070 hartree
E_HOMO (spin up / spin down)   -5.85 / -8.23 eV
Spin multiplicity   3
Orbital gap (spin up / spin down)   6.433 / 5.494 eV

Element x y z (Å)
C1 0.86 1.79 1.14
C2 -0.75 -1.80 0.44
N1 0.08 2.47 0.27
N2 0.63 0.46 1.21
S1 2.15 2.37 2.00
S2 1.57 -0.62 2.16
S3 -1.11 0.01 0.68
H1 -0.78 -2.42 1.33
H2 0.24 -2.00 -0.11
H3 -1.56 -2.37 -0.06
H4 -0.32 1.93 -0.46
H5 0.46 3.37 0.12
H6 2.05 -1.22 1.10

No. 10
This record from OMol25 describes a 2-piece molecular cluster, C2H6N3 overall. The level of theory is the ωB97M-V functional and the def2-TZVPD basis.

Results
Relative energy (zero: lowest compared OMol25 entry of this formula, charge and spin)   142.3 kcal per mole
E   -243.608093 hartree
E_HOMO   -15.02 eV
Orbital gap   9.319 eV
Charge   +1

Element x y z (Å)
C1 -0.22 0.81 0.42
C2 -1.32 1.60 0.42
N1 2.54 -2.95 -1.02
N2 1.01 -1.27 -0.93
N3 1.74 -2.13 -0.83
H1 0.37 -0.53 -0.32
H2 0.52 0.93 -0.41
H3 0.01 0.18 1.27
H4 -1.31 2.15 -0.50
H5 -2.16 1.37 1.11
H6 3.43 -3.05 -0.48

Question: Number 6 is which compound?
Answer: C2H6N2S2

Question: Which value of E does entry 2 give?
Answer: -1060.841214 hartree

Question: What is the formula in the seventh record?
Answer: C2H6N2S2

Question: Look up the relative energy (zero: lowest compared OMol25 entry of this formula, charge and spin) of the sixth one.
Answer: 98.8 kcal per mole